1.
DFT (the ωB97M-V functional and the def2-TZVPD basis) results for a cluster of 5 separate species, C20H35Cl12N2O5P in total in a non-equilibrium geometry.

```
75
C20H35Cl12N2O5P, DFT the ωB97M-V functional and the def2-TZVPD basis
C 1.25676 -0.77836 -0.16053
C 0.32524 -1.67269 0.67148
C -1.10715 -1.62298 0.08329
C -2.11426 -0.92048 1.00463
N -3.44196 -0.93583 0.36336
C -3.96745 0.35601 0.00830
P -4.62578 1.18550 1.54907
O -5.11457 0.22782 2.55901
O -5.21205 0.02584 -0.64259
C -4.86238 -0.41473 -1.91064
O -5.29670 -1.33803 -2.42017
C -3.82711 0.61063 -2.37817
C -4.15113 1.54925 -3.53990
C -5.42996 2.40209 -3.41839
O -6.10846 2.25889 -2.17305
C -3.20247 1.16949 -1.07138
C -3.05252 2.67084 -0.92808
C -1.69282 3.23776 -1.40184
N -0.51343 2.44847 -1.04997
C 0.30700 3.07628 -0.00042
C -0.42828 2.96518 1.34794
C 0.18094 2.01243 -2.18323
C 1.68761 2.05925 -2.34031
O -0.44261 1.54166 -3.07591
H 1.09297 0.28131 0.02830
H 1.12522 -0.95580 -1.22776
H 2.28618 -1.06766 0.08174
H 0.37200 -1.42561 1.73002
H 0.69143 -2.68382 0.50072
H -1.10488 -1.15296 -0.89689
H -1.48896 -2.63725 -0.03202
H -1.75260 0.09562 1.20052
H -2.13108 -1.42717 1.96934
H -4.09873 -1.42132 0.96448
H -5.71706 1.98002 1.10950
H -3.68419 2.12059 2.06010
H -3.04024 -0.01675 -2.81154
H -4.23518 0.96096 -4.45212
H -3.27899 2.18086 -3.69764
H -6.13437 2.24143 -4.23375
H -5.13241 3.45412 -3.51013
H -6.19394 3.13134 -1.77622
H -2.22491 0.68773 -1.07874
H -3.22922 3.03186 0.08448
H -3.81256 3.16326 -1.53540
H -1.76034 3.45383 -2.46482
H -1.57533 4.20750 -0.90939
H 1.25428 2.57630 0.15104
H 0.45906 4.14358 -0.19400
H 0.22472 3.40782 2.10969
H -0.51802 1.91542 1.61811
H -1.37491 3.49652 1.35683
H 2.03877 1.05125 -2.52451
H 2.23839 2.56167 -1.55299
H 1.87851 2.61256 -3.25859
Cl 4.11631 -2.93377 -0.29529
C 4.65016 -3.15071 1.37384
Cl 5.68728 -1.81285 1.87576
Cl 3.26530 -3.30515 2.45647
H 5.22538 -4.06512 1.42705
Cl 5.90143 -6.58085 1.00313
C 6.42875 -6.78274 2.67579
Cl 7.45675 -5.43358 3.16288
Cl 5.03902 -6.92864 3.75300
H 7.00775 -7.69339 2.74174
Cl 2.87191 4.59077 4.02616
C 1.35714 5.08028 4.78971
Cl 0.25088 5.76090 3.59374
Cl 0.60999 3.71607 5.62145
H 1.57775 5.84594 5.52218
Cl 11.36126 -7.75069 -0.09533
C 9.62211 -7.73064 -0.38535
Cl 8.76920 -8.58502 0.90764
Cl 9.03443 -6.07444 -0.53952
H 9.42713 -8.24788 -1.31589
```

Properties
Lowest unoccupied orbital energy in hartree: 0.0075
Relative energy (zero: lowest compared OMol25 entry of this formula, charge and spin) in eV: 0.000
SMILES: CCCCN[C@]1([PH2]=O)OC(=O)[C@@H](CCO)[C@H]1CCN(CC)C(C)=O.ClC(Cl)Cl.ClC(Cl)Cl.ClC(Cl)Cl.ClC(Cl)Cl

---

2.
DFT (the ωB97M-V functional and the def2-TZVPD basis) results for a structure of composition C35H38CrFN3O3Si in a non-equilibrium geometry.

```
82
C35H38CrFN3O3Si, DFT the ωB97M-V functional and the def2-TZVPD basis
C 0.42372 2.56023 -0.32506
C 0.82254 2.78258 -1.69197
C -0.36926 2.84498 -2.49474
H 1.82661 2.94743 -2.04938
C -1.49225 2.59302 -1.63746
C -1.00113 2.41492 -0.29435
H -1.61078 2.16089 0.56604
H 1.10523 2.40843 0.49716
H -0.42376 3.18912 -3.52133
H -2.52553 2.67593 -1.93600
Cr -0.14183 0.84305 -1.58322
C -0.33200 -0.72533 -4.16070
H -1.28673 -0.17555 -4.18298
H -0.33872 -1.31740 -3.22394
H 0.48997 -0.01335 -4.07392
Si -0.46044 -0.76701 -6.43066
C 1.16841 -0.77053 -7.32965
C 1.93087 0.41612 -7.26696
H 1.51868 1.29883 -6.76654
C 3.20685 0.48016 -7.84315
H 3.78381 1.40329 -7.76689
C 3.73463 -0.62710 -8.51606
H 4.73098 -0.57383 -8.95905
C 2.97338 -1.79791 -8.62379
H 3.37942 -2.65720 -9.16493
C 1.69764 -1.87192 -8.04222
H 1.09629 -2.78174 -8.13494
C -1.58421 0.45995 -7.26372
C -1.37945 0.93954 -8.58154
H -0.60330 0.49996 -9.21593
C -2.15481 1.99663 -9.08378
H -1.95303 2.39506 -10.08284
C -3.18155 2.54850 -8.30701
H -3.76658 3.38910 -8.68518
C -3.47346 1.99435 -7.05437
H -4.29998 2.39212 -6.46054
C -2.71128 0.93040 -6.55558
H -2.98388 0.45779 -5.60765
H -0.10830 -1.59177 -4.82888
H -1.11274 -2.11893 -6.33156
F 0.18375 2.79851 4.96409
C 0.13136 1.46792 4.61339
C 0.27320 1.17293 3.27309
C 0.27968 -0.18556 2.89641
C 0.47088 -0.59672 1.51269
O 1.11428 0.08404 0.66477
C -0.06719 -1.89095 1.16823
C 0.02970 -2.85674 2.14003
N 0.19244 -2.53669 3.47216
C 0.22455 -3.54298 4.47672
C 0.77452 -4.88395 4.14243
C 1.54009 -3.96971 5.05606
C 0.16748 -1.19671 3.87873
C 0.06784 -0.85566 5.23462
C 0.01205 0.49975 5.63821
N -0.13916 0.79621 7.00866
C 0.74708 0.09311 7.93328
C 0.08060 -0.05980 9.29289
N -0.36991 1.28570 9.71907
C -1.27805 1.99140 8.79461
C -0.55424 2.11432 7.45793
C -0.36572 -2.18928 -0.29504
O 0.14394 -3.21713 -0.75666
O -1.11129 -1.32497 -0.89554
H 0.36328 1.95208 2.51966
H -0.04850 -3.92330 1.91305
H -0.60615 -3.50303 5.18480
H 0.29217 -5.73678 4.61864
H 1.17514 -5.04937 3.14296
H 2.45429 -3.50542 4.67344
H 1.52806 -4.22645 6.12014
H -0.01983 -1.65491 5.97153
H 1.69944 0.65659 8.06366
H 0.99250 -0.89371 7.51923
H -0.81099 -0.69150 9.25197
H 0.78192 -0.45079 10.03299
H -0.82049 1.21853 10.63674
H 0.47675 1.86313 9.76365
H -1.50029 2.98020 9.20025
H -2.19197 1.39956 8.71939
H 0.32541 2.78351 7.57669
H -1.23266 2.55183 6.71563
```

Properties
Multiplicity: 4
Lowest unoccupied orbital energy (spin up / spin down) in hartree: -0.1246 / -0.1246
Total charge: +1
Relative energy (zero: lowest compared OMol25 entry of this formula, charge and spin) in eV: 0.000

---

3.
DFT (the ωB97M-V functional and the def2-TZVPD basis) results for an isolated molecule of C5H10N2 in a non-equilibrium geometry.

```
17
C5H10N2, DFT the ωB97M-V functional and the def2-TZVPD basis
C 1.05787 -1.62848 -0.15920
C 1.69390 -0.23402 -0.37921
C -2.30132 -0.51944 0.17880
C 1.63051 0.66565 0.80307
C -3.40950 0.36600 -0.18002
N -0.36529 -1.76123 -0.41703
N -1.21150 -0.90544 -0.07238
H 1.31793 -2.31756 -0.97511
H 1.34645 -1.75941 0.82219
H 2.75443 -0.33272 -0.71553
H 1.29449 0.23352 -1.32548
H 1.29571 0.06802 1.63603
H 0.84492 1.46814 0.63408
H 2.57769 1.20133 1.20057
H -3.98961 -0.12573 -1.11140
H -2.88693 1.26235 -0.54698
H -4.10373 0.62796 0.59657
```

Properties
Lowest unoccupied orbital energy in hartree: 0.0283
Relative energy (zero: lowest compared OMol25 entry of this formula, charge and spin) in eV: 4.177

---

4.
DFT (the ωB97M-V functional and the def2-TZVPD basis) results for a structure of composition C7H17F4O6PSSi2 in a non-equilibrium geometry.

```
38
C7H17F4O6PSSi2, DFT the ωB97M-V functional and the def2-TZVPD basis
C -1.03868 3.60632 2.82268
C -1.53076 2.36952 2.05787
C -2.46197 2.81527 0.92396
C -0.34702 1.48642 1.62623
C 0.42068 1.97934 0.36235
Si 0.53608 0.66275 -0.92034
O 1.34955 -0.62331 -0.27952
Si 1.63104 -2.03251 -1.11602
C 1.92500 -3.43986 0.11519
O 0.78196 -4.33681 0.10149
C 1.06299 -5.62368 -0.14273
F -0.04540 -6.32524 -0.03105
F 1.97433 -6.13412 0.70452
F 1.55618 -5.81423 -1.38132
P -1.56050 0.17436 -1.65086
O -1.33796 -0.59712 -3.07348
O -2.03871 -1.06142 -0.66270
S 1.71912 1.57532 -2.59133
O 1.43692 2.98760 -2.56215
O 3.08357 1.13162 -2.48784
F 1.15291 1.02625 -3.95342
H -1.87289 4.08611 3.34600
H -0.63906 4.34543 2.11729
H -0.26141 3.35332 3.54983
H -2.14403 1.76863 2.74363
H -2.06110 3.68214 0.39008
H -2.69733 2.02571 0.20670
H -3.41392 3.13923 1.36070
H 0.37174 1.49310 2.45221
H -0.64373 0.43541 1.51330
H 0.01275 2.90255 -0.05942
H 1.46003 2.20523 0.62968
H 2.81286 -1.88102 -1.98496
H 0.49030 -2.41114 -1.97215
H 2.83121 -3.97559 -0.17476
H 2.01404 -3.05955 1.13483
H -2.01534 -1.27689 -3.19447
H -2.51347 -0.65917 0.07997
```

Properties
Lowest unoccupied orbital energy in hartree: 0.0025